Model w:
{"formula": "C4H6NO2", "method": "wB97M-V/def2-TZVPD", "species": ["C", "C", "C", "C", "N", "O", "O", "H", "H", "H", "H", "H", "H"], "positions_angstrom": [[-2.3118, 0.3413, 0.2405], [-0.3064, -0.5595, -0.6979], [0.9054, 0.3276, -0.4855], [1.8827, 0.0285, 0.5608], [-1.2564, -0.4652, 0.3731], [-2.3455, 1.4675, -0.2386], [-3.3086, -0.4429, 0.5707], [-0.7674, -0.2570, -1.5715], [0.1180, -1.5675, -0.5191], [0.9793, 1.3222, -0.8880], [1.3462, -0.5321, 1.3285], [2.4535, 0.9384, 1.0987], [2.6109, -0.6013, 0.2283]], "orbital_gap_ev": [7.653, 7.853], "homo_ev": [-3.8, -3.9], "total_charge": -1}

=====

Model x:
{"formula": "C4H6NO2", "method": "wB97M-V/def2-TZVPD", "species": ["C", "C", "C", "C", "O", "N", "O", "H", "H", "H", "H", "H", "H"], "positions_angstrom": [[0.6392, -0.6608, 0.9256], [-0.6507, -0.4342, 0.0771], [-0.5037, 0.6368, -0.9275], [-1.5304, 1.5025, -0.8548], [-2.4080, 1.4012, 0.0960], [-1.7239, -0.0804, 1.0601], [-2.6443, -0.9298, 1.2551], [0.7425, -1.7516, 1.2127], [0.8125, -0.0443, 1.7340], [1.4300, -0.3991, 0.2920], [-0.8219, -1.4180, -0.3047], [0.4293, 0.7478, -1.3118], [-1.6122, 2.4753, -1.3791]], "orbital_gap_ev": 6.824, "homo_ev": -2.5, "total_charge": -1, "smiles": "C[C@H](/C=C\\[O-])N=O"}

=====

Best to worst by energy: model w, model x.

=====

Model w:
{"formula": "C4H12N4", "method": "wB97M-V/def2-TZVPD", "species": ["C", "N", "C", "C", "N", "C", "N", "N", "H", "H", "H", "H", "H", "H", "H", "H", "H", "H", "H", "H"], "positions_angstrom": [[-0.4388, 2.2378, 0.9245], [0.0147, 1.3641, -0.0799], [-0.9695, 0.6281, -0.9290], [-0.3278, -0.4034, -1.8085], [0.0796, -1.6869, -1.5299], [0.6585, -1.9605, -0.3655], [0.8017, -1.1847, 0.7064], [0.9548, -1.6541, 2.0210], [-1.4964, 1.9902, 1.2151], [-0.3560, 3.3195, 0.4423], [0.1369, 2.1763, 1.8348], [0.9404, 1.5394, -0.4931], [-1.7492, 0.1507, -0.3438], [-1.4101, 1.3838, -1.5818], [-1.0537, -0.5553, -2.6609], [0.4383, 0.1910, -2.2824], [1.0109, -3.0450, -0.3351], [0.4249, -0.1507, 0.6458], [0.3912, -2.4818, 2.3887], [1.9496, -1.8585, 2.2309]], "orbital_gap_ev": 9.128, "homo_ev": -8.1, "smiles": "CNCC/N=C\\NN"}

=====

Model x:
{"formula": "C4H12N4", "method": "wB97M-V/def2-TZVPD", "species": ["C", "C", "C", "N", "H", "H", "H", "H", "H", "H", "H", "N", "C", "N", "N", "H", "H", "H", "H", "H"], "positions_angstrom": [[1.1949, -1.7463, -3.0544], [0.7385, -1.1404, -1.9141], [0.1817, 0.2128, -1.7526], [0.5911, -1.9270, -0.7258], [1.4115, -2.8055, -2.9514], [1.2919, -1.2502, -4.0171], [0.4829, 0.7141, -0.8587], [-0.9412, 0.0997, -1.6492], [0.3208, 0.8686, -2.6263], [-0.3358, -1.7836, -0.3148], [0.7711, -2.9032, -0.8435], [-1.8902, 0.7624, 1.5633], [-0.8174, 1.1385, 2.1932], [0.0032, 2.2512, 1.8474], [-0.2798, 0.3282, 3.1588], [-2.2242, 1.4262, 0.8820], [-0.4873, 2.9468, 1.2457], [0.3365, 2.7143, 2.6813], [0.4420, 0.6250, 3.7945], [-0.7901, -0.5314, 3.3416]], "orbital_gap_ev": 8.716, "homo_ev": -8.0, "smiles": "C=C(C)N.N=C(N)N"}

=====

Best to worst by energy: model x, model w.

=====

Model w:
{"formula": "C4H12N4", "method": "wB97M-V/def2-TZVPD", "species": ["C", "C", "C", "C", "N", "N", "N", "N", "H", "H", "H", "H", "H", "H", "H", "H", "H", "H", "H", "H"], "positions_angstrom": [[-1.2021, -1.5089, 0.4632], [-0.9977, -0.0656, 0.1034], [-2.2389, 0.7327, -0.1939], [0.2149, 0.5075, 0.0682], [0.4142, 1.8655, -0.2144], [1.3869, -0.2722, 0.2612], [2.5345, 0.4962, 0.5532], [1.6665, -1.2268, -0.7622], [-0.3662, -1.8790, 1.0525], [-2.1104, -1.6107, 1.0552], [-1.3166, -2.1362, -0.4246], [-2.0736, 1.4228, -1.0194], [-2.5557, 1.3117, 0.6772], [-3.0535, 0.0652, -0.4643], [-0.3393, 2.4507, 0.1154], [1.3081, 2.1769, 0.1450], [3.1569, -0.0838, 1.1090], [3.0320, 0.7544, -0.3024], [1.1962, -2.0993, -0.5484], [1.3437, -0.9010, -1.6738]], "orbital_gap_ev": 8.367, "homo_ev": -7.4, "smiles": "CC(C)=C(N)N(N)N"}

=====

Model x:
{"formula": "C4H12N4", "method": "wB97M-V/def2-TZVPD", "species": ["C", "C", "N", "N", "N", "C", "N", "C", "H", "H", "H", "H", "H", "H", "H", "H", "H", "H", "H", "H"], "positions_angstrom": [[2.2156, -0.7503, 1.3946], [-0.3249, 1.7974, -1.5949], [-1.0507, 0.3971, 0.9961], [-0.0642, -0.2795, 1.5880], [1.1352, 0.2003, 1.1861], [-0.2019, 0.4305, -1.0144], [-2.2026, -0.3859, 1.0055], [-0.4266, -0.7175, -1.6418], [-0.1853, -1.3066, 1.6052], [0.8214, 0.3838, 0.0472], [-2.1826, -1.0815, 0.2600], [-2.9897, 0.2297, 0.8515], [2.4895, -0.7970, 2.4511], [1.9775, -1.7677, 1.0442], [3.0798, -0.3921, 0.8375], [-0.6497, 1.7794, -2.6414], [-1.0423, 2.3840, -1.0145], [0.6268, 2.3347, -1.5414], [-0.3395, -1.6741, -1.1213], [-0.6856, -0.7846, -2.6972]], "orbital_gap_ev": [8.508, 8.507], "homo_ev": [-8.0, -8.0]}

=====

Best to worst by energy: model w, model x.

=====

Model w:
{"formula": "CH4INP2", "method": "wB97M-V/def2-TZVPD", "species": ["C", "P", "N", "P", "I", "H", "H", "H", "H"], "positions_angstrom": [[-0.1922, -0.8594, 0.3458], [-0.6210, 0.6535, 1.3294], [-0.5113, 1.7577, 0.2210], [-0.3464, 3.3517, -0.0725], [-2.1554, 4.7675, 0.9120], [-0.8821, -0.9495, -0.4939], [-0.2938, -1.7333, 0.9883], [0.8258, -0.7965, -0.0312], [-0.9891, 3.2886, -1.3208]], "orbital_gap_ev": 7.692, "homo_ev": -8.7, "smiles": "C/P=N/PI"}

=====

Model x:
{"formula": "CH4INP2", "method": "wB97M-V/def2-TZVPD", "species": ["C", "P", "N", "P", "I", "H", "H", "H", "H"], "positions_angstrom": [[1.8129, -0.7310, 0.4231], [0.0138, -0.5656, 0.9381], [-0.5322, 0.5029, -0.0982], [-1.9149, 1.3861, -0.2663], [-3.9577, 0.0371, -0.1164], [2.3080, -1.6160, 0.1555], [2.4263, -0.2782, 1.1748], [1.8350, -0.1709, -0.5613], [-1.9913, 1.4355, -1.6493]], "orbital_gap_ev": 7.670, "homo_ev": -8.6, "smiles": "C/P=N/PI"}

=====

Best to worst by energy: model w, model x.

=====

Model w:
{"formula": "C4H8N2OS", "method": "wB97M-V/def2-TZVPD", "species": ["C", "C", "C", "C", "N", "N", "O", "S", "H", "H", "H", "H", "H", "H", "H", "H"], "positions_angstrom": [[-0.6568, -0.6067, -0.5879], [-1.3853, 0.4757, 0.1507], [-0.0715, -1.6116, 0.4405], [-0.9057, 1.6885, 0.3491], [1.0910, -0.9505, 0.9752], [2.2638, 1.2286, 0.3012], [0.4756, -0.0939, -1.2622], [1.6855, -0.0921, -0.1347], [-1.2960, -1.0953, -1.3286], [-2.3310, 0.1600, 0.5704], [-0.7776, -1.8292, 1.2438], [0.2017, -2.5483, -0.0643], [-1.4545, 2.4152, 0.9248], [0.0321, 2.0141, -0.0642], [2.9510, 1.6344, -0.3117], [2.6033, -0.7575, -1.0081]], "orbital_gap_ev": 10.100, "homo_ev": -9.6}

=====

Model x:
{"formula": "C4H8N2OS", "method": "wB97M-V/def2-TZVPD", "species": ["N", "C", "C", "C", "N", "C", "O", "S", "H", "H", "H", "H", "H", "H", "H", "H"], "positions_angstrom": [[-1.7042, -0.6134, -0.8870], [-0.4059, -0.9390, -0.3438], [-0.1714, -0.8395, 1.0973], [0.3567, 0.2733, 0.1718], [-0.2609, 1.5729, 0.2017], [1.7955, 0.2953, -0.2026], [2.1967, 1.5437, -0.4537], [2.8332, -1.0142, -0.1714], [-2.4023, -1.1556, -0.4055], [-1.8423, -0.8068, -1.8652], [0.2412, -1.7092, -0.8329], [0.5716, -1.5012, 1.5741], [-0.9809, -0.6063, 1.7124], [-0.4741, 1.9254, 1.1231], [-1.0917, 1.4797, -0.3647], [1.3388, 2.0952, -0.3537]], "orbital_gap_ev": 9.032, "homo_ev": -8.3, "smiles": "N[C@@H]1C[C@@]1(N)C(O)=S"}

=====

Best to worst by energy: model x, model w.

=====

Model w:
{"formula": "C4H8N2OS", "method": "wB97M-V/def2-TZVPD", "species": ["O", "N", "N", "C", "C", "S", "C", "C", "H", "H", "H", "H", "H", "H", "H", "H"], "positions_angstrom": [[-2.7707, -0.3395, -0.8084], [-2.1346, 0.5454, -0.2290], [-1.0250, 0.1917, 0.0145], [-0.5642, -1.1779, 0.0468], [0.9298, -1.3406, 0.1963], [2.0343, -0.1333, -0.5640], [1.0847, 1.3013, -0.4858], [-0.0319, 1.1941, 0.6943], [-1.2036, -1.7227, 0.6797], [-0.6932, -1.3498, -1.0419], [1.3018, -1.4743, 1.2607], [1.2433, -2.3040, -0.0926], [1.7267, 2.2947, -0.5962], [0.4723, 1.3436, -1.5904], [-0.6705, 2.1878, 0.8123], [0.3007, 0.7838, 1.7036]], "orbital_gap_ev": 9.387, "homo_ev": -8.8, "smiles": "O=NN1CCSCC1"}

=====

Model x:
{"formula": "C4H8N2OS", "method": "wB97M-V/def2-TZVPD", "species": ["N", "N", "C", "C", "C", "C", "O", "S", "H", "H", "H", "H", "H", "H", "H", "H"], "positions_angstrom": [[1.5341, 1.4776, -0.1872], [2.5695, 0.6431, -0.4919], [2.4224, -0.5843, -0.2449], [1.2405, -1.2262, 0.4580], [-0.0970, -1.0235, -0.3327], [-1.0904, -0.0914, 0.3679], [-0.8621, 0.4178, 1.4343], [-2.6449, 0.1978, -0.4300], [1.8920, 2.4486, -0.1511], [1.0629, 1.2483, 0.7275], [3.2084, -1.2925, -0.5668], [1.3649, -2.3052, 0.5682], [1.0561, -0.8169, 1.4507], [-0.5971, -1.9656, -0.5260], [0.0510, -0.5780, -1.2948], [-2.4007, -0.5396, -1.5387]], "orbital_gap_ev": 9.647, "homo_ev": -9.0, "smiles": "N/N=C\\CCC(=O)S"}

=====

Model y:
{"formula": "C4H8N2OS", "method": "wB97M-V/def2-TZVPD", "species": ["C", "C", "C", "C", "N", "N", "O", "S", "H", "H", "H", "H", "H", "H", "H", "H"], "positions_angstrom": [[-0.4792, -0.9421, 0.2307], [-0.1300, 1.3230, 0.8355], [-2.2922, 0.4660, -0.0695], [2.3339, -1.1078, -0.7026], [-1.0091, 0.1898, 0.4963], [1.6477, -0.2134, 0.2012], [-0.7796, -2.0467, -0.1155], [1.3098, 1.3211, -0.2999], [-0.5833, 2.2471, 0.9737], [0.3129, 1.0381, 1.7320], [-2.0763, 0.8238, -1.0490], [-2.9100, -0.3349, 0.0311], [-2.7433, 1.2225, 0.5105], [1.9253, -0.9583, -1.8192], [3.3264, -0.9494, -0.6666], [2.1469, -2.0788, -0.2887]], "orbital_gap_ev": [7.631, 7.627], "homo_ev": [-7.2, -7.2]}

=====

Model z:
{"formula": "C4H8N2OS", "method": "wB97M-V/def2-TZVPD", "species": ["H", "N", "C", "N", "O", "C", "C", "C", "S", "H", "H", "H", "H", "H", "H", "H"], "positions_angstrom": [[1.1066, -1.2105, 2.2756], [0.5497, -0.3969, 1.8918], [0.4874, -0.8369, 0.5563], [0.5818, -2.1951, 0.2281], [0.3036, -3.0088, 1.4809], [0.0610, 0.0654, -0.3719], [-0.5198, -0.4771, -1.5881], [-0.0663, 1.4867, 0.1427], [-0.5013, 2.7553, -1.1298], [0.0765, -2.6870, -0.6483], [-0.8013, -2.8613, 1.7906], [-0.3086, -1.5818, -1.7660], [-0.7202, -0.0133, -2.5529], [-0.9330, 1.5038, 0.8570], [0.9788, 1.5244, 0.7059], [-1.4991, 2.0265, -1.7051]], "orbital_gap_ev": 8.518, "homo_ev": -9.2, "smiles": "[H]/N=C(\\NO)C(=C)CS"}

=====

Best to worst by energy: model x, model y, model w, model z.